ORCA calculation (wB97M-V/def2-TZVPD) on a molecular structure, C29H39F6N6O12P2S4W at a distorted geometry.

Output
- net charge = +1
- highest occupied orbital energy (eV) = -11.0
- LUMO (eV) = -5.2
- Kohn-Sham gap (Eh) = 0.213

CARTESIAN COORDINATES (ANGSTROEM)
1 W -0.22 0.88 0.89
2 F -3.19 -1.33 5.72
3 C -2.26 -1.04 4.82
4 F -1.06 -1.37 5.33
5 F -2.45 -1.82 3.75
6 S -2.23 0.87 4.42
7 O -1.06 0.21 2.32
8 O -2.90 1.43 5.58
9 N -3.28 0.87 3.16
10 S -2.80 0.58 1.67
11 O -2.91 -0.68 0.99
12 O -2.01 1.62 0.77
13 C -4.44 1.35 1.09
14 F -4.47 2.64 1.44
15 F -4.56 1.30 -0.25
16 F -5.50 0.75 1.61
17 O 3.73 -1.26 -0.30
18 C 4.51 -0.23 0.10
19 C 5.87 -0.31 -0.18
20 C 6.73 0.68 0.26
21 C 6.24 1.77 0.97
22 C 4.89 1.87 1.23
23 C 4.00 0.88 0.81
24 C 2.58 1.03 1.13
25 O 1.60 0.31 0.50
26 N 2.24 1.84 2.09
27 N 0.91 1.80 2.38
28 C 0.44 2.70 3.26
29 S -1.26 3.20 3.04
30 C -1.19 4.24 4.55
31 C 0.11 5.02 4.51
32 S 1.46 3.96 3.90
33 H 2.89 -1.21 0.16
34 H 6.23 -1.17 -0.72
35 H 7.79 0.60 0.05
36 H 6.92 2.53 1.32
37 H 4.49 2.71 1.77
38 H -1.27 3.57 5.41
39 H -2.05 4.90 4.51
40 H 0.38 5.37 5.51
41 H 0.04 5.86 3.82
42 C 1.57 -1.95 2.78
43 C 1.06 -3.03 1.85
44 C 1.78 -4.35 2.06
45 O 1.33 -2.63 0.45
46 P 0.21 -2.02 -0.47
47 O -0.57 -0.94 0.22
48 C 1.03 -1.35 -1.94
49 P -0.05 0.06 -2.39
50 O -0.25 1.01 -1.25
51 O -1.38 -0.68 -2.78
52 C -2.69 -0.18 -2.30
53 C -3.66 -1.32 -2.46
54 C -3.07 1.06 -3.08
55 O 0.55 0.89 -3.56
56 C 0.75 0.56 -4.97
57 C 1.60 -0.69 -5.13
58 C -0.58 0.45 -5.69
59 O -0.83 -3.11 -0.84
60 C -0.55 -4.37 -1.52
61 C -1.24 -5.47 -0.74
62 C -1.08 -4.26 -2.94
63 H 1.41 -2.26 3.81
64 H 1.02 -1.02 2.62
65 H 2.64 -1.79 2.62
66 H -0.02 -3.15 1.96
67 H 2.83 -4.24 1.80
68 H 1.35 -5.14 1.44
69 H 1.71 -4.65 3.10
70 H 1.04 -2.09 -2.73
71 H 2.06 -1.05 -1.75
72 H -2.57 0.06 -1.24
73 H -3.73 -1.60 -3.51
74 H -4.64 -1.00 -2.11
75 H -3.33 -2.18 -1.88
76 H -3.19 0.83 -4.14
77 H -2.32 1.84 -2.96
78 H -4.02 1.44 -2.70
79 H 1.29 1.44 -5.33
80 H 1.02 -1.57 -4.88
81 H 2.49 -0.63 -4.51
82 H 1.91 -0.77 -6.17
83 H -1.14 -0.41 -5.34
84 H -0.39 0.33 -6.76
85 H -1.17 1.35 -5.54
86 H 0.54 -4.53 -1.51
87 H -2.31 -5.26 -0.68
88 H -0.85 -5.53 0.27
89 H -1.09 -6.42 -1.24
90 H -2.17 -4.26 -2.93
91 H -0.74 -5.12 -3.53
92 H -0.74 -3.34 -3.41
93 N 0.29 2.83 0.25
94 C -0.11 3.91 0.02
95 C -0.52 5.17 -0.23
96 C -0.85 5.55 -1.55
97 N -1.10 5.84 -2.64
98 C -0.67 6.06 0.87
99 N -0.80 6.73 1.79

Mulliken atomic charge list, values in e, 4 entries: 1.459 -0.234 0.610 -0.259